No. 1
{"formula": "C39H57IrN9P2S", "method": "the ωB97M-V functional and the def2-TZVPD basis", "symbols": ["Ir", "C", "N", "C", "C", "N", "C", "P", "C", "N", "C", "C", "N", "C", "C", "N", "C", "C", "N", "C", "H", "H", "H", "H", "H", "H", "H", "H", "H", "H", "H", "H", "H", "H", "H", "C", "N", "C", "C", "N", "C", "S", "C", "C", "C", "C", "C", "N", "H", "H", "H", "H", "H", "H", "H", "H", "H", "C", "C", "C", "C", "C", "C", "P", "C", "C", "C", "C", "C", "C", "C", "C", "C", "C", "C", "C", "H", "H", "H", "H", "H", "H", "H", "H", "H", "H", "H", "H", "H", "H", "H", "H", "H", "H", "H", "H", "H", "H", "H", "H", "H", "H", "H", "H", "H", "H", "H", "H", "H"], "xyz": [[0.3165, 0.9635, 0.7698], [1.9362, 3.7424, 5.3235], [1.4930, 3.5141, 3.9445], [1.3364, 4.4845, 2.9973], [0.9482, 3.8548, 1.8520], [0.8674, 2.5122, 2.0984], [1.2038, 2.3271, 3.3725], [1.2883, 0.7026, 4.1957], [-0.3394, 0.1223, 3.6522], [-0.8495, 0.2013, 2.4175], [-2.1214, -0.3131, 2.5072], [-2.3598, -0.7127, 3.7852], [-1.2315, -0.4342, 4.4953], [-1.0440, -0.7113, 5.9239], [2.2333, -0.1062, 2.8817], [1.9505, -0.0493, 1.5776], [3.0406, -0.5493, 0.9192], [3.9695, -0.9417, 1.8333], [3.4506, -0.6568, 3.0611], [4.1059, -0.9496, 4.3400], [1.8826, 4.8075, 5.5268], [1.2832, 3.2195, 6.0173], [2.9629, 3.4065, 5.4502], [1.5103, 5.5251, 3.2108], [0.7309, 4.2889, 0.8929], [-2.8012, -0.3421, 1.6812], [-3.2288, -1.1609, 4.2355], [-1.9965, -1.0343, 6.3326], [-0.3108, -1.5026, 6.0615], [-0.7248, 0.1887, 6.4429], [3.1059, -0.5670, -0.1507], [4.9392, -1.3924, 1.7092], [5.1490, -1.1772, 4.1423], [4.0531, -0.0848, 4.9961], [3.6349, -1.8069, 4.8154], [3.4784, 3.3820, -2.7162], [2.0643, 3.6577, -2.4729], [1.3303, 4.6819, -3.0425], [0.0889, 4.6126, -2.5497], [0.0445, 3.5144, -1.6635], [1.2950, 2.9691, -1.6217], [1.9271, 1.6903, -0.7143], [-1.1622, 3.1332, -1.0085], [-2.3337, 3.7008, -1.5013], [-3.4852, 3.6881, -0.7410], [-3.4254, 3.1148, 0.5172], [-2.2788, 2.4407, 0.8607], [-1.1678, 2.3576, 0.0944], [3.8177, 4.0280, -3.5199], [3.6029, 2.3417, -3.0112], [4.0559, 3.5800, -1.8146], [1.7661, 5.3795, -3.7365], [-0.7393, 5.2728, -2.7108], [-2.3430, 4.1700, -2.4708], [-4.3915, 4.1448, -1.1152], [-4.2624, 3.1307, 1.2001], [-2.2353, 1.9084, 1.7948], [1.2055, -5.1016, 0.2473], [1.8796, -4.4625, -0.9833], [1.8130, -2.9265, -0.9206], [0.4489, -2.5390, -0.3426], [0.3488, -2.9155, 1.1508], [1.2292, -4.1439, 1.4367], [-0.3455, -0.9258, -0.7579], [-2.1278, -1.4332, -0.5404], [-2.5834, -2.6775, -1.3673], [-3.6107, -2.3334, -2.4451], [-4.8860, -1.7604, -1.8263], [-4.5545, -0.7910, -0.6760], [-3.1154, -0.2846, -0.7743], [-0.3548, -0.7528, -2.6343], [0.3515, 0.4263, -3.3067], [0.0651, 0.3753, -4.8079], [0.7829, -0.8185, -5.4589], [1.0723, -1.9131, -4.4296], [-0.0735, -2.0687, -3.4324], [1.7003, -6.0385, 0.4983], [0.1665, -5.3623, 0.0254], [1.4103, -4.8236, -1.9011], [2.9261, -4.7661, -1.0341], [1.9811, -2.4904, -1.9088], [2.6166, -2.5881, -0.2801], [-0.2413, -3.2141, -0.8523], [-0.6906, -3.1599, 1.3860], [0.6321, -2.0807, 1.8009], [0.8805, -4.6408, 2.3424], [2.2602, -3.8308, 1.6298], [-2.1795, -1.7212, 0.5109], [-3.0430, -3.3850, -0.6726], [-1.7567, -3.2136, -1.8230], [-3.8402, -3.2289, -3.0230], [-3.1858, -1.6206, -3.1580], [-5.5079, -2.5739, -1.4514], [-5.4722, -1.2537, -2.5932], [-4.6807, -1.2954, 0.2884], [-5.2470, 0.0520, -0.6722], [-2.9559, 0.5100, -0.0531], [-2.9611, 0.1846, -1.7523], [-1.4164, -0.5306, -2.7712], [1.4289, 0.4055, -3.1364], [-0.0378, 1.3546, -2.8901], [0.3654, 1.3096, -5.2849], [-1.0172, 0.2943, -4.9513], [1.7200, -0.4939, -5.9130], [0.1725, -1.2183, -6.2690], [1.9996, -1.6864, -3.8944], [1.2423, -2.8669, -4.9295], [0.1363, -2.9173, -2.7877], [-0.9820, -2.3310, -3.9791]], "mulliken_charge": [1.829, -0.793, 0.120, -0.752, -0.445, 0.691, 0.098, -0.363, -0.378, 0.840, -0.875, -1.270, 0.134, -0.850, 0.042, 0.416, -0.810, -0.950, 0.190, -0.826, 0.332, 0.337, 0.330, 0.483, 0.378, 0.794, 0.539, 0.372, 0.343, 0.339, 0.758, 0.583, 0.363, 0.336, 0.331, -0.798, 0.285, -1.070, -0.504, 0.759, 0.020, -0.434, 0.742, -1.395, -1.149, -1.014, -0.847, 0.361, 0.377, 0.313, 0.333, 0.536, 0.631, 0.637, 0.501, 0.560, 0.697, -0.803, -0.944, -1.144, -0.520, 0.018, -0.967, 2.583, -0.524, -0.758, -0.813, -0.990, -1.093, 0.717, 0.845, -0.032, -0.949, -0.954, -1.096, -0.741, 0.546, 0.288, 0.255, 0.550, -0.225, 0.660, 0.390, 0.330, -0.782, 0.563, 0.324, 0.947, 0.424, 0.364, 0.555, 0.127, 0.355, 0.353, 0.315, 0.512, -1.102, 0.789, -0.553, 0.567, -0.586, 0.424, 0.326, 0.361, 0.395, 0.193, 0.596, 0.041, 0.660], "charge": 3, "de_lowest_kj_mol": 61.8, "homo_lumo_gap_ev": 8.0, "multiplicity": 1}

No. 2
{"formula": "C39H55IN11O2Si4TeY", "method": "the ωB97M-V functional and the def2-TZVPD basis", "symbols": ["Y", "N", "C", "N", "C", "N", "N", "C", "C", "C", "C", "C", "C", "N", "C", "C", "C", "C", "C", "C", "H", "H", "H", "H", "H", "H", "H", "H", "H", "H", "H", "I", "C", "C", "C", "C", "N", "C", "H", "H", "H", "H", "N", "C", "O", "C", "C", "C", "C", "N", "C", "H", "H", "H", "H", "H", "H", "C", "Si", "C", "C", "Si", "Te", "Si", "C", "C", "C", "Si", "C", "C", "C", "H", "H", "H", "H", "H", "H", "H", "H", "H", "H", "H", "H", "H", "H", "H", "H", "H", "H", "H", "H", "H", "H", "H", "H", "H", "H", "H", "C", "N", "C", "C", "C", "N", "C", "O", "N", "H", "H", "H", "H", "H", "H", "H"], "xyz": [[-0.4725, -1.0601, 0.3993], [3.7428, -1.1666, -1.8526], [2.6363, -0.8047, -1.2059], [1.9424, -1.5768, -0.4259], [2.3719, -2.8723, -0.2221], [1.7543, -3.6884, 0.5699], [0.6553, -3.1018, 1.2021], [0.4765, -3.5083, 2.4020], [-0.6547, -3.0235, 3.2000], [-0.8943, -3.5905, 4.4425], [-1.9665, -3.1272, 5.1916], [-2.7488, -2.1174, 4.6633], [-2.4326, -1.6047, 3.4109], [-1.4106, -2.0361, 2.6784], [3.5646, -3.3503, -0.9223], [4.0587, -4.6521, -0.7787], [5.1979, -5.0365, -1.4479], [5.8761, -4.1253, -2.2650], [5.4134, -2.8361, -2.4128], [4.2540, -2.4596, -1.7391], [4.2360, -0.4756, -2.3993], [2.3034, 0.2131, -1.3522], [1.1873, -4.1791, 2.8788], [-0.2497, -4.3740, 4.8119], [-2.1785, -3.5438, 6.1651], [-3.5903, -1.7149, 5.2063], [-3.0341, -0.8142, 2.9861], [3.5392, -5.3375, -0.1254], [5.5793, -6.0404, -1.3327], [6.7761, -4.4301, -2.7784], [5.9382, -2.1253, -3.0359], [-1.5675, -7.1393, 0.3918], [-2.6041, -5.3481, 0.5284], [-3.8578, -5.2665, 1.1110], [-4.4575, -4.0183, 1.1908], [-3.7762, -2.9129, 0.7142], [-2.5659, -2.9834, 0.1520], [-2.0109, -4.1882, 0.0494], [-4.3547, -6.1475, 1.4926], [-5.4380, -3.9021, 1.6294], [-4.2117, -1.9283, 0.8014], [-1.0421, -4.2311, -0.4223], [-5.6796, -1.0585, -2.5562], [-5.6198, 0.2158, -2.0910], [-6.1720, 1.1516, -2.6163], [-4.7786, 0.4217, -0.8622], [-5.2439, 1.2311, 0.1691], [-4.4172, 1.4716, 1.2495], [-3.1394, 0.9263, 1.2531], [-2.6899, 0.1406, 0.2710], [-3.5026, -0.1013, -0.7644], [-6.2895, -1.2383, -3.3381], [-5.3761, -1.8353, -1.9966], [-6.2286, 1.6721, 0.1003], [-4.7313, 2.1054, 2.0657], [-2.4321, 1.1410, 2.0484], [-3.1004, -0.7248, -1.5523], [1.2418, 4.4308, 4.2319], [2.4474, 4.1851, 2.8169], [3.8142, 3.0062, 3.3231], [3.2121, 5.8238, 2.3185], [1.2200, 3.2384, 1.0370], [0.8367, 0.8966, 1.9673], [2.5084, 3.1487, -0.9165], [4.0589, 2.1224, -0.6121], [1.5208, 2.4191, -2.3686], [3.0109, 4.8857, -1.4166], [-0.7110, 4.4993, 0.6231], [-0.1319, 6.2780, 0.4813], [-1.5437, 3.9539, -0.9741], [-1.9576, 4.3918, 2.0265], [1.7651, 4.7630, 5.1279], [0.7229, 3.5035, 4.4705], [0.4951, 5.1846, 3.9871], [4.4344, 3.4683, 4.0914], [4.4592, 2.7578, 2.4821], [3.4175, 2.0763, 3.7238], [3.5763, 6.3357, 3.2090], [2.5099, 6.4880, 1.8201], [4.0652, 5.6774, 1.6582], [3.8411, 1.1679, -0.1337], [4.7331, 2.6530, 0.0580], [4.6047, 1.9500, -1.5428], [0.7106, 1.7663, -2.0486], [2.1602, 1.8768, -3.0697], [1.0681, 3.2338, -2.9323], [3.3797, 5.4646, -0.5726], [2.1651, 5.4226, -1.8434], [3.7982, 4.8599, -2.1702], [0.7076, 6.4006, -0.1984], [0.1730, 6.6552, 1.4567], [-0.9452, 6.9096, 0.1236], [-0.9447, 4.2033, -1.8481], [-2.5081, 4.4526, -1.0803], [-1.7172, 2.8760, -0.9822], [-1.4930, 4.2145, 2.9932], [-2.6758, 3.6022, 1.8392], [-2.5124, 5.3287, 2.0865], [-1.0282, 0.0697, -4.5120], [-0.6773, -1.2422, -3.9660], [-0.5917, -2.3407, -4.7627], [-0.2515, -3.5487, -4.2673], [0.0292, -3.6195, -2.8690], [-0.1451, -2.5598, -2.0783], [-0.4762, -1.3752, -2.6201], [-0.6056, -0.3681, -1.8807], [0.4860, -4.7458, -2.3187], [-0.7912, 0.0695, -5.5722], [-0.4461, 0.8319, -3.9996], [-2.0889, 0.2660, -4.3666], [-0.8002, -2.1787, -5.8101], [-0.1681, -4.4094, -4.9096], [0.6391, -5.5672, -2.8790], [0.8145, -4.7471, -1.3618]], "mulliken_charge": [-0.161, 0.299, -1.394, 0.408, 0.116, -1.566, 2.011, -1.076, 0.893, -1.084, -0.645, -1.014, -0.177, 0.753, 0.961, -0.479, -0.907, -0.520, -0.868, 0.029, 0.380, 0.479, 0.441, 0.573, 0.474, 0.538, 0.301, 0.511, 0.452, 0.434, 0.466, 0.117, -0.797, -0.385, -1.212, -0.126, 0.643, 0.373, 0.463, 0.544, 0.513, -0.190, -0.282, -0.188, -0.578, 0.550, -0.658, -1.286, -1.349, 2.340, -1.256, 0.246, 0.158, 0.566, 0.602, 0.885, 0.828, -1.058, 0.483, -1.031, -1.097, 0.134, -0.789, 0.369, -1.156, -1.059, -1.144, 0.509, -1.171, -0.830, -0.711, 0.426, 0.301, 0.270, 0.397, 0.250, 0.287, 0.410, 0.331, 0.313, 0.352, 0.405, 0.379, -0.399, 0.581, 0.678, 0.290, 0.301, 0.409, 0.284, 0.282, 0.429, 0.360, 0.513, -0.138, 0.258, -0.083, 0.505, -0.758, 0.223, -0.379, -1.479, 0.821, 0.708, -0.349, 0.148, -0.052, 0.417, 0.163, 0.292, 0.502, 0.508, 0.248, -0.002], "charge": 2, "de_lowest_kj_mol": 22.6, "homo_lumo_gap_ev": 5.9, "multiplicity": 1}

| no. | LUMO level (eV) | calculated total energy (a.u.) |
| --- | --- | --- |
| 1 | -7.78 | -3197.65691 |
| 2 | -5.52 | -4033.87589 |